Computed, not measured: a molecular structure, C30H44MgN2O7P2 at a distorted geometry, with ωB97M-V/def2-TZVPD.

Results
Total charge   0
Highest occupied orbital energy   -0.228 Eh
ΔE to the lowest compared entry with this formula, charge and spin   19.8 kJ/mol
E_tot   -73170.104 eV
Kohn-Sham gap   0.204 Eh

Last column: Mulliken charge in e.
Atoms and positions in Å:
1 H 1.0814 -3.3533 1.0056  0.377
2 H 5.2689 3.7134 1.8179  0.393
3 H 0.9071 2.8384 -4.1889  0.231
4 H 3.9598 0.6489 0.5136  -0.135
5 H -0.1106 2.9146 -5.6353  0.374
6 H 0.0841 2.2638 3.9979  0.379
7 O 4.1734 -0.4127 -2.4426  -0.906
8 H -1.2810 2.7851 2.1489  0.535
9 C 3.2268 3.0821 1.8961  1.126
10 C 2.0041 2.7829 1.2517  1.047
11 H 0.3622 0.6346 -2.7213  0.684
12 H 4.3310 -3.3875 -0.3247  0.417
13 C 0.9671 2.4636 3.4014  -0.909
14 C 2.1979 2.5756 4.0307  0.658
15 H -2.7974 -1.7413 2.9855  0.457
16 C -3.2983 -2.3612 2.2350  -1.471
17 H -0.6235 3.1157 0.5376  0.385
18 C 0.8378 2.5585 2.0258  1.391
19 C 3.3079 2.9335 3.2652  -0.929
20 H -0.7664 1.4644 1.1001  0.052
21 H -5.2454 2.2559 -3.1144  0.340
22 H 3.1273 -3.1813 -2.8304  0.334
23 O 1.8393 -3.0092 0.5062  -0.657
24 C 0.2358 2.2657 -4.8318  -1.606
25 H -2.6567 0.0905 1.3507  0.271
26 H -3.5158 -1.5967 -1.9964  0.620
27 H 4.2611 3.0888 3.7590  0.368
28 C 4.6279 -0.2078 0.5009  -1.544
29 C -3.2693 1.5241 -3.5746  0.146
30 C 4.4465 3.5312 1.1287  -1.685
31 N 4.6240 -2.6847 0.3690  0.031
32 H 3.1393 1.6349 5.6975  0.368
33 H -5.2162 0.8488 -4.1736  0.318
34 Mg 0.6968 -0.1179 -0.7447  1.754
35 C -2.2616 -3.1126 1.3970  0.119
36 P 3.2996 -1.3345 -1.7032  1.113
37 H 1.4189 1.9728 5.9379  0.363
38 H -3.9392 -3.0732 2.7646  0.569
39 H -4.7829 2.4357 -4.8129  0.372
40 C 3.8308 -1.4260 0.0812  0.095
41 H 2.6055 3.2862 6.0105  0.368
42 O 2.9272 -1.9585 2.5283  -0.890
43 C -1.3804 -2.1120 0.6416  -2.869
44 P 2.3702 -1.6302 1.1908  0.970
45 C -4.8547 -2.3562 0.2766  -1.272
46 O 1.2860 1.8196 -0.8219  -0.276
47 H 5.6263 -2.5288 0.3011  0.357
48 C -2.9821 -4.0162 0.3962  -1.523
49 O 1.8035 -1.1996 -1.7887  -0.738
50 H -0.8441 -1.4805 1.3551  0.597
51 C -2.9185 -2.1609 -1.2832  -1.372
52 C 2.3421 2.3541 5.5067  -1.651
53 C -0.9169 1.7266 -4.0239  0.008
54 H -2.2510 -4.5862 -0.1862  0.441
55 H -3.8378 0.4561 -1.8508  0.481
56 C -2.2358 2.0248 -4.3557  -0.844
57 C 2.0344 2.5581 -0.1806  -1.363
58 H -1.6364 -3.7230 2.0602  0.234
59 H -4.3410 -3.7811 -1.2604  0.255
60 C -3.2164 -0.4785 0.6007  -1.062
61 N -1.2618 -0.3144 -0.9835  -0.375
62 H -2.4558 2.6417 -5.2199  0.246
63 H 4.3547 -2.9630 1.3306  0.356
64 H 4.2404 4.4616 0.5969  0.401
65 H -3.6224 -4.7303 0.9239  0.554
66 H -2.1560 -2.6967 -1.8582  0.356
67 C -4.1372 -1.4800 1.3070  0.256
68 C -4.7078 1.7868 -3.9407  -1.718
69 H -0.6555 -2.6484 0.0198  1.089
70 H -3.8111 0.2379 0.0370  0.430
71 H 4.7811 2.7986 0.3937  0.350
72 C -1.6718 0.4163 -2.0803  1.871
73 C -3.8230 -3.1439 -0.5364  0.335
74 H 5.4341 -0.0079 -0.2065  0.542
75 C -2.1966 -1.2128 -0.2998  1.299
76 C -2.9911 0.7602 -2.4468  -0.479
77 O 1.3829 -0.5152 1.0116  -0.733
78 H -5.5382 -3.0435 0.7856  0.525
79 H 0.8162 1.4509 -5.2683  0.331
80 O 3.6374 -2.9144 -2.0511  -0.685
81 C -0.6650 0.9154 -2.9360  -0.489
82 H -4.8807 -0.9346 1.8977  0.304
83 C -0.5332 2.4816 1.4174  -1.829
84 H -5.4518 -1.7300 -0.3936  0.524
85 H 5.0166 -0.3331 1.5139  0.502
86 H 2.8232 3.0797 -0.7419  0.345